Record 1
{
  "formula": "C55H41Cl5LaN3O5",
  "method": "ωB97M-V/def2-TZVPD",
  "elements": ["La", "O", "C", "C", "C", "C", "C", "C", "C", "N", "C", "C", "N", "C", "C", "C", "C", "C", "C", "C", "O", "H", "H", "H", "H", "H", "H", "H", "H", "H", "H", "H", "H", "H", "H", "O", "C", "C", "C", "C", "C", "C", "C", "C", "C", "O", "C", "C", "C", "C", "C", "C", "C", "C", "C", "C", "C", "C", "N", "C", "C", "C", "C", "C", "C", "C", "C", "C", "C", "C", "C", "H", "H", "H", "H", "H", "H", "H", "H", "H", "H", "H", "H", "H", "H", "H", "H", "H", "H", "H", "H", "H", "H", "H", "H", "H", "H", "H", "Cl", "C", "C", "Cl", "C", "Cl", "C", "O", "C", "Cl", "C", "Cl"],
  "xyz": [[0.3160, -0.2533, -0.2397], [2.0275, 0.9827, 1.0184], [3.1762, 0.9882, 1.5603], [3.7776, 2.1731, 2.0728], [5.0661, 2.1396, 2.5993], [5.8006, 0.9701, 2.7775], [5.2012, -0.1911, 2.3275], [3.9549, -0.2140, 1.7174], [3.5487, -1.4907, 1.1412], [2.6489, -1.7634, 0.3123], [2.6203, -3.1331, -0.1442], [1.2291, -3.6172, -0.5023], [0.7338, -2.7067, -1.4921], [0.7871, -3.0946, -2.7017], [0.8513, -2.2989, -3.9107], [0.8274, -2.8658, -5.1880], [1.1420, -2.1351, -6.3086], [1.6064, -0.8247, -6.1351], [1.6707, -0.2321, -4.9086], [1.2323, -0.9065, -3.7339], [1.2248, -0.3262, -2.6083], [3.2445, 3.0893, 1.9906], [5.4989, 3.0750, 2.9286], [6.8091, 0.9493, 3.1868], [5.7464, -1.1261, 2.4152], [4.2246, -2.3213, 1.4047], [3.0821, -3.7688, 0.6128], [3.2230, -3.2063, -1.0552], [0.6178, -3.5549, 0.4003], [1.2393, -4.6753, -0.8460], [0.9517, -4.1774, -2.8487], [0.4927, -3.8961, -5.3239], [1.0943, -2.5792, -7.2884], [1.9108, -0.2668, -6.9991], [2.0418, 0.7797, -4.8493], [-1.7739, -0.3523, -1.4646], [-2.7928, 0.5500, -1.7238], [-2.9072, 1.5408, -0.5452], [-3.1719, 0.9725, 0.8190], [-4.2767, 1.4508, 1.5142], [-4.4874, 1.0818, 2.8208], [-3.6156, 0.1769, 3.3872], [-2.5076, -0.2574, 2.6507], [-1.6628, -1.3160, 3.3060], [-0.1087, -1.3426, 3.1528], [0.2006, -1.4387, 1.8159], [0.3996, -2.5895, 3.9329], [0.2032, -2.7643, 5.3020], [0.7481, -3.8332, 5.9943], [1.5135, -4.7659, 5.3009], [1.6982, -4.6216, 3.9444], [1.1655, -3.5333, 3.2660], [0.6012, -0.1435, 3.8599], [1.8888, -0.2919, 4.3901], [2.5123, 0.7289, 5.0603], [1.8666, 1.9363, 5.2577], [0.6150, 2.1228, 4.6867], [0.0166, 1.1042, 3.9618], [-2.2443, 0.1870, 1.4084], [-4.1300, -0.2136, -1.9888], [-4.0080, -1.3750, -2.7413], [-5.1196, -2.1134, -3.0930], [-6.3864, -1.6654, -2.7084], [-6.5281, -0.5287, -1.9682], [-5.3985, 0.2206, -1.6019], [-2.5206, 1.3293, -3.0209], [-3.1212, 2.5391, -3.3502], [-2.7740, 3.2522, -4.5055], [-1.8501, 2.7321, -5.3830], [-1.2725, 1.5013, -5.1074], [-1.6187, 0.8161, -3.9603], [-2.0004, 2.1323, -0.6022], [-3.6946, 2.2692, -0.7519], [-4.9168, 2.1373, 1.0006], [-5.3079, 1.4641, 3.3931], [-3.7077, -0.1741, 4.3980], [-1.9312, -1.3155, 4.3796], [-1.9739, -2.2833, 2.8838], [-0.3499, -2.0174, 5.8431], [0.6554, -3.9215, 7.0738], [1.9918, -5.6068, 5.8452], [2.3345, -5.3327, 3.3985], [1.3366, -3.3338, 2.2187], [2.4190, -1.2423, 4.2862], [3.5254, 0.5955, 5.4553], [2.3533, 2.7125, 5.8274], [0.0694, 3.0516, 4.8293], [-0.9393, 1.3164, 3.5301], [-3.0181, -1.6910, -2.9893], [-5.0545, -3.0228, -3.7015], [-7.2840, -2.2297, -2.9543], [-7.5279, -0.2026, -1.6720], [-5.4944, 1.1244, -1.0099], [-3.8145, 3.0001, -2.6639], [-3.1929, 4.2496, -4.6946], [-1.6044, 3.2508, -6.3007], [-0.5217, 1.0972, -5.7603], [-1.1336, -0.1452, -3.7287], [3.1602, 6.9898, -2.7764], [2.3431, 5.5961, -2.2158], [3.0050, 4.3805, -2.0723], [4.7090, 4.3073, -2.3644], [2.3419, 3.2253, -1.6900], [3.1713, 1.7137, -1.5610], [0.9251, 3.2195, -1.3816], [0.2832, 2.1912, -1.0326], [0.3039, 4.5143, -1.4881], [-1.3787, 4.5685, -1.0819], [0.9922, 5.6386, -1.9082], [0.1537, 7.1550, -2.0123]],
  "forces_ev_per_angstrom": [[0.11, 0.15, -0.72], [-0.19, 0.13, 0.30], [0.05, -0.34, 0.33], [1.22, -0.91, 0.05], [-0.69, 0.64, 0.18], [-0.15, -0.35, -0.26], [0.46, -0.15, 0.16], [-0.54, -0.01, -0.47], [1.31, 0.21, 0.63], [-1.27, 0.25, -0.78], [0.50, -0.34, -0.26], [-0.46, -0.33, 0.58], [-0.24, 0.54, 0.07], [0.11, -0.72, -0.59], [0.15, 0.87, 0.76], [-0.43, -0.29, -0.06], [0.17, -0.10, 0.12], [-0.17, -0.24, -0.03], [0.11, 0.09, -0.32], [-0.06, -0.30, 0.36], [-0.04, -0.08, -0.18], [-0.37, 0.61, -0.10], [0.05, 0.18, 0.03], [-0.26, 0.15, -0.02], [-0.03, -0.11, -0.01], [0.11, 0.06, 0.31], [0.04, -0.37, 0.10], [0.10, 0.02, -0.06], [-0.20, -0.03, -0.10], [0.18, 0.35, 0.05], [0.01, 0.00, -0.22], [0.15, 0.07, 0.22], [-0.04, -0.08, -0.19], [0.15, 0.27, -0.38], [-0.04, 0.14, 0.35], [-0.35, 0.41, -0.04], [0.11, -1.01, 0.36], [-0.51, 0.16, -0.57], [1.00, 0.41, 0.23], [0.06, -0.16, -0.15], [0.16, -0.36, 0.06], [0.48, 0.07, -0.42], [-0.01, 0.08, -0.23], [0.48, -0.32, 0.58], [0.19, 0.06, -0.32], [-0.07, 0.03, 0.64], [-0.15, -0.22, -0.14], [-0.15, 0.04, 0.04], [0.27, -0.05, -0.13], [0.26, -0.74, 0.81], [0.64, -0.27, -0.69], [-0.26, 0.20, 0.00], [0.05, -0.35, -0.43], [-0.12, -0.79, -0.36], [0.71, 0.26, 0.48], [-0.27, 0.11, -0.17], [0.20, 0.25, 0.28], [-0.08, 0.15, 0.37], [-0.56, -0.09, 0.04], [0.19, 0.56, 0.20], [-0.45, -0.35, 0.14], [-0.43, -0.11, -0.31], [-0.19, -0.90, -0.35], [0.07, 1.12, 0.65], [0.23, -0.35, -0.21], [0.20, 0.31, -0.76], [0.18, 0.44, -0.02], [-0.41, 0.27, 0.38], [0.03, -0.15, -0.31], [-0.23, 0.14, 0.12], [0.39, -0.90, 0.68], [0.40, -0.15, 0.41], [-0.10, -0.01, 0.07], [-0.39, 0.27, -0.06], [-0.40, 0.23, 0.16], [-0.21, -0.02, 0.27], [0.09, -0.13, -0.41], [-0.02, 0.16, 0.09], [-0.17, 0.24, 0.21], [-0.17, 0.07, -0.14], [-0.39, 0.60, -0.42], [-0.33, 0.25, 0.24], [0.08, -0.14, 0.00], [-0.23, 0.30, -0.03], [-0.35, -0.04, -0.19], [-0.01, 0.20, 0.04], [0.17, 0.01, -0.10], [-0.37, -0.07, -0.21], [0.48, -0.17, -0.19], [0.19, 0.32, 0.29], [0.19, -0.04, -0.12], [0.28, -0.03, -0.01], [-0.13, -0.08, -0.10], [-0.18, 0.06, 0.07], [0.02, -0.49, 0.14], [0.12, 0.15, 0.04], [0.12, -0.21, -0.21], [-0.30, 0.62, -0.07], [0.34, 0.49, -0.15], [-0.19, -0.33, 0.12], [0.06, -0.50, 0.07], [0.10, 0.04, -0.09], [-0.54, -0.16, 0.19], [0.12, 0.47, -0.32], [0.42, 0.34, -0.07], [-0.01, -0.02, 0.07], [0.20, -0.59, -0.03], [0.15, 0.29, -0.01], [-0.41, 0.08, 0.18], [-0.06, 0.04, -0.04]],
  "mulliken_charge": [3.2701, -0.0967, -0.4933, -0.8873, -0.4592, -1.0273, -0.2368, 0.5914, -0.6259, 0.0424, -0.8707, -1.1284, 0.1668, -0.8376, 0.5563, -0.1719, -0.9696, -0.3175, -0.9604, -0.2176, 0.3265, 0.6136, 0.3723, 0.3646, 0.3126, -0.0808, 0.6168, 0.4202, 0.4065, 0.3252, 0.1699, 0.3456, 0.3667, 0.4411, 0.4147, -1.0259, 3.3246, -0.9777, -0.5396, -0.7869, -1.2391, -0.8218, 0.1310, -1.3154, 2.5178, -0.2861, -1.2105, 0.0710, -1.1043, -0.3721, -0.8770, 0.6900, -0.3059, 0.2912, -0.6637, -0.7658, -0.8143, -0.1660, 1.0290, 0.0151, -0.3256, -1.0313, -0.4400, -0.9939, -0.0907, -0.3224, 0.0165, -0.8843, -0.7691, -0.6279, 0.5088, -0.6122, 0.7733, 0.4788, 0.4092, 0.4518, 0.0094, 0.5754, 0.3360, 0.3514, 0.3158, 0.3656, -0.0972, 0.2140, 0.2868, 0.3477, 0.4179, 0.2107, 0.5343, 0.3703, 0.3321, 0.3756, 0.2743, 0.3193, 0.3524, 0.3762, 0.4381, -0.0816, -0.2647, 0.1580, 0.3585, -0.2371, 0.3863, -0.1913, -1.9451, 0.5738, 0.4943, -0.1972, 0.4071, -0.2488],
  "mol_weight_g_mol": 1140.1,
  "orbital_gap_ev": 6.65,
  "homo_ha": -0.097,
  "de_lowest_ev": 0.695,
  "total_charge": -2
}

***

Record 2
{
  "formula": "C55H41O4P2SSe3TeTi",
  "method": "ωB97M-V/def2-TZVPD",
  "elements": ["Ti", "O", "S", "C", "C", "C", "C", "C", "C", "C", "C", "C", "C", "P", "C", "C", "C", "C", "C", "C", "C", "C", "C", "C", "C", "C", "C", "C", "C", "C", "C", "C", "C", "C", "C", "C", "C", "C", "P", "C", "C", "C", "C", "C", "C", "C", "C", "C", "C", "C", "C", "C", "C", "H", "H", "H", "H", "H", "H", "H", "H", "H", "H", "H", "H", "H", "H", "H", "H", "H", "H", "H", "H", "H", "H", "H", "H", "H", "H", "H", "H", "H", "H", "H", "H", "H", "H", "H", "H", "Se", "Se", "Te", "Se", "O", "C", "C", "C", "C", "C", "C", "C", "O", "O", "H", "H", "H", "H", "H"],
  "xyz": [[-0.3486, -1.1568, -0.4533], [-0.6534, 2.1841, 0.5828], [-1.0731, 0.8479, 1.1659], [-0.7313, 1.1243, 2.9137], [-1.6202, 1.8937, 3.6001], [-1.4665, 2.2294, 4.9702], [-0.3708, 1.7700, 5.6155], [0.0737, 1.9391, 7.0520], [1.4798, 1.2802, 7.1116], [1.7104, 0.7416, 5.7151], [2.7728, 0.1011, 5.1707], [2.7021, -0.2563, 3.8004], [1.6274, -0.0184, 2.9874], [1.7816, -0.5559, 1.2115], [3.1341, 0.5790, 0.6830], [4.4996, 0.3397, 0.8383], [5.4304, 1.2967, 0.4632], [5.0099, 2.5172, -0.0530], [3.6547, 2.7745, -0.1846], [2.7212, 1.8077, 0.1736], [2.6218, -2.1739, 1.3929], [3.5436, -2.5901, 0.4348], [4.0879, -3.8662, 0.4794], [3.7084, -4.7481, 1.4784], [2.7759, -4.3489, 2.4280], [2.2335, -3.0737, 2.3847], [0.4914, 0.6708, 3.5405], [0.5975, 1.0315, 4.8976], [-2.8598, 0.8892, 1.0408], [-3.7026, 0.3779, 1.9834], [-5.1057, 0.6044, 1.9429], [-5.6014, 1.3961, 0.9549], [-6.9993, 1.9166, 0.6842], [-6.8804, 2.7077, -0.6537], [-5.4167, 2.6083, -1.0363], [-4.7228, 3.0683, -2.1095], [-3.3700, 2.6476, -2.2637], [-2.6966, 1.8882, -1.3465], [-1.1592, 0.9815, -1.8630], [-1.8061, 0.4424, -3.5358], [-3.1025, -0.0726, -3.6282], [-3.6141, -0.5208, -4.8338], [-2.8315, -0.4920, -5.9821], [-1.5376, -0.0064, -5.9046], [-1.0328, 0.4585, -4.6929], [0.0641, 2.2402, -2.3959], [1.2591, 1.7803, -2.9482], [2.2038, 2.6804, -3.4255], [1.9846, 4.0467, -3.3248], [0.8227, 4.5109, -2.7171], [-0.1307, 3.6121, -2.2550], [-3.3707, 1.5551, -0.1211], [-4.7342, 1.8515, -0.0602], [-2.4834, 2.2767, 3.0756], [-2.2156, 2.8376, 5.4633], [-0.6257, 1.4459, 7.7285], [0.1033, 2.9917, 7.3351], [1.5197, 0.4802, 7.8518], [2.2511, 2.0027, 7.3818], [3.6627, -0.1300, 5.7444], [3.5617, -0.7582, 3.3713], [4.8490, -0.5967, 1.2522], [6.4869, 1.0882, 0.5780], [5.7388, 3.2624, -0.3482], [3.3102, 3.7210, -0.5811], [1.6607, 2.0165, 0.0679], [3.8296, -1.9253, -0.3711], [4.7878, -4.1739, -0.2874], [4.1248, -5.7475, 1.5082], [2.4532, -5.0387, 3.1977], [1.4853, -2.7888, 3.1134], [-3.2800, -0.1815, 2.8079], [-5.7372, 0.1778, 2.7129], [-7.3340, 2.5605, 1.4990], [-7.7179, 1.1000, 0.6066], [-7.1945, 3.7459, -0.5389], [-7.5096, 2.2695, -1.4295], [-5.1892, 3.6711, -2.8800], [-2.8722, 2.8810, -3.1985], [-3.7219, -0.1387, -2.7434], [-4.6191, -0.9229, -4.8684], [-3.2253, -0.8560, -6.9235], [-0.9063, 0.0092, -6.7843], [-0.0213, 0.8341, -4.6724], [1.4759, 0.7177, -2.9986], [3.1206, 2.3006, -3.8594], [2.7215, 4.7477, -3.6987], [0.6566, 5.5752, -2.6027], [-1.0242, 3.9804, -1.7659], [-1.2453, -2.2448, 1.6833], [-3.2193, -3.4955, 1.2608], [-2.5588, -4.6099, -0.8809], [-1.7696, -2.5414, -2.0812], [0.8390, -3.9716, -0.4288], [1.4982, -4.3675, -1.5320], [1.6468, -5.7499, -1.6777], [2.3359, -6.2689, -2.7533], [2.8944, -5.4243, -3.7115], [2.7336, -4.0576, -3.5699], [2.0368, -3.4992, -2.4983], [1.9464, -1.9901, -2.4732], [2.5578, -1.3252, -3.2938], [1.2284, -1.4503, -1.5255], [0.6868, -3.0242, -0.5409], [1.1999, -6.3837, -0.9225], [2.4306, -7.3447, -2.8553], [3.4382, -5.8293, -4.5554], [3.1447, -3.3691, -4.2962]],
  "forces_ev_per_angstrom": [[-1.37, 1.61, 1.38], [-0.10, -0.48, 0.18], [0.49, 1.03, -0.68], [0.27, -0.82, 0.10], [-0.22, 0.35, 0.37], [-0.29, 0.09, -0.38], [0.33, -0.11, 0.19], [0.07, -0.06, -0.10], [-0.08, -0.01, -0.12], [-0.29, 0.17, 0.11], [0.22, -0.20, -0.36], [0.41, -0.07, 0.44], [-0.55, 0.07, -0.29], [0.25, -0.05, 0.22], [-0.14, 0.08, 0.05], [0.01, 0.01, 0.05], [-0.06, 0.03, -0.01], [-0.01, -0.05, 0.04], [-0.08, -0.05, 0.02], [0.00, 0.05, -0.04], [0.03, 0.07, -0.01], [0.02, -0.04, -0.10], [-0.03, 0.03, 0.01], [-0.05, 0.04, 0.06], [0.02, 0.02, -0.04], [0.02, -0.03, 0.04], [-0.15, 0.06, -0.25], [0.01, 0.01, 0.07], [0.10, 0.09, -0.28], [-0.38, -0.06, 0.22], [0.27, -0.14, 0.14], [-0.11, 0.17, -0.14], [0.13, 0.00, -0.09], [0.10, -0.06, 0.06], [-0.14, -0.10, 0.23], [0.34, -0.01, -0.18], [-0.31, 0.29, -0.20], [0.24, -0.26, 0.44], [-0.23, 0.11, -0.81], [0.11, 0.01, 0.01], [-0.05, 0.01, 0.04], [0.05, -0.01, -0.04], [-0.02, 0.03, 0.07], [-0.01, 0.00, 0.09], [0.01, -0.02, -0.03], [-0.07, 0.11, 0.20], [0.07, -0.02, 0.05], [-0.01, -0.01, 0.05], [-0.09, -0.02, 0.05], [0.02, -0.09, -0.01], [-0.02, 0.03, 0.00], [0.23, -0.10, -0.04], [-0.16, 0.04, -0.04], [-0.05, -0.01, 0.03], [0.00, -0.02, -0.03], [-0.01, 0.00, 0.01], [0.01, 0.02, 0.00], [0.00, -0.01, 0.01], [0.01, 0.01, -0.01], [0.00, -0.01, -0.03], [-0.01, 0.00, 0.03], [-0.02, -0.01, -0.01], [0.01, 0.00, 0.00], [-0.01, 0.00, 0.00], [0.00, 0.00, -0.02], [0.02, 0.01, -0.04], [-0.02, -0.01, 0.00], [0.00, 0.00, -0.01], [-0.02, 0.00, 0.00], [-0.01, 0.00, -0.01], [0.00, 0.00, -0.01], [-0.01, -0.01, 0.00], [0.03, 0.01, 0.00], [-0.01, 0.00, 0.01], [0.00, -0.01, 0.00], [0.01, 0.02, 0.01], [-0.01, 0.00, -0.01], [0.03, -0.03, -0.01], [-0.04, 0.00, 0.00], [0.01, 0.00, 0.01], [0.01, 0.01, 0.01], [0.00, 0.00, 0.01], [0.01, 0.02, 0.01], [0.01, 0.00, 0.00], [0.01, 0.00, -0.01], [-0.01, -0.01, 0.01], [0.00, 0.00, 0.01], [-0.01, 0.00, 0.01], [0.01, -0.01, -0.01], [-0.19, -0.38, 0.53], [0.07, 0.13, 0.05], [0.08, 0.09, -0.03], [-0.43, -0.30, -0.19], [0.34, -0.27, -0.18], [0.00, -0.14, -0.14], [0.05, 0.08, -0.03], [0.03, -0.06, -0.06], [-0.05, 0.07, 0.09], [0.02, -0.13, -0.05], [-0.04, 0.08, 0.01], [-0.19, 0.05, 0.26], [0.09, 0.08, -0.11], [1.21, -0.73, -0.89], [0.27, -0.27, 0.09], [0.00, 0.01, -0.01], [0.02, 0.03, 0.01], [-0.02, 0.00, 0.00], [0.00, 0.00, 0.01]],
  "mulliken_charge": [-0.7723, -0.7981, 1.1945, -0.1859, -0.2423, -1.5979, 0.4477, -0.8364, -0.7945, -0.3077, -1.2896, 0.0315, -0.2949, 2.7335, 0.8994, -0.3943, -0.8361, -0.7716, -0.5932, -0.6229, 0.7404, -0.7379, -0.8591, -0.7967, -0.8974, -0.7773, -1.3735, 1.7888, 0.5921, -0.1909, -1.4427, 0.1180, -0.8107, -0.9033, 0.2982, -1.3779, 0.4708, 0.1643, 1.7843, 0.2314, 0.1528, -0.7884, -0.7389, -0.5877, -0.7173, 0.6973, -0.0399, -0.7025, -0.8821, -0.6969, -0.7147, -3.3254, 1.8308, 0.8111, 0.4278, 0.2840, 0.3203, 0.2911, 0.2681, 0.4698, 0.3961, 0.3371, 0.4256, 0.3819, 0.4925, 0.1721, 0.5496, 0.4041, 0.3909, 0.4054, 0.4317, 0.8683, 0.4638, 0.2733, 0.3355, 0.3305, 0.2583, 0.4202, 0.5783, 0.5955, 0.4229, 0.3622, 0.4290, 0.2830, -0.0532, 0.4862, 0.3612, 0.3976, 0.4013, 0.1324, -0.3891, -0.1903, -0.1173, -0.1476, 0.6186, -0.5768, -0.3857, -0.7578, -1.1884, 0.3779, -0.0689, -0.8296, 1.9608, -0.1257, 0.4941, 0.4105, 0.3894, 0.4433],
  "mol_weight_g_mol": 1272.3,
  "orbital_gap_ev": [5.26, 5.72],
  "homo_ha": [-0.118, -0.135],
  "de_lowest_ev": 0.000,
  "spin_multiplicity": 3,
  "total_charge": -1
}